(1)
{"formula": "C4H8N6S", "method": "ωB97M-V/def2-TZVPD", "smiles": "CN(C)/C=N/n1nnnc1S", "gap_ev": 9.08, "species": ["C", "C", "C", "C", "N", "N", "N", "N", "N", "N", "S", "H", "H", "H", "H", "H", "H", "H", "H"], "xyz": [[0.466, 2.422, 2.020], [-0.390, -0.492, 0.100], [-0.900, -2.312, -1.379], [0.878, -0.776, -1.945], [-1.139, 0.933, 2.432], [-0.121, 2.708, 3.143], [-1.072, 1.806, 3.318], [-0.129, 1.259, 1.553], [-0.219, -1.039, -1.104], [0.250, 0.579, 0.444], [1.851, 3.103, 1.265], [-1.189, -0.734, 0.802], [-1.201, -2.489, -2.474], [-0.103, -3.161, -1.200], [-1.649, -2.405, -0.676], [0.748, -1.527, -2.759], [0.695, 0.242, -2.225], [1.826, -0.824, -1.430], [1.399, 2.705, 0.115]], "forces_ev_per_a": [[-0.6, -2.6, -0.6], [-0.5, 2.4, 1.3], [3.5, -1.5, -1.6], [-0.2, 0.1, -0.8], [1.2, -0.6, -2.1], [0.5, 1.3, 0.2], [-1.4, 0.4, 2.4], [-0.1, 0.6, 0.9], [-1.9, -2.5, 0.8], [0.9, -0.1, -1.3], [0.4, 0.8, 0.9], [-0.2, -1.0, -0.6], [0.1, 0.9, 1.7], [-1.6, 1.2, -0.2], [-1.9, -0.5, 1.1], [0.8, 1.1, 0.3], [0.6, 0.7, -1.0], [0.4, -0.3, 0.1], [-0.1, -0.4, -1.3]]}


(2)
{"formula": "C4H8N8O3", "method": "ωB97M-V/def2-TZVPD", "total_charge": 2, "gap_ev": 7.34, "de_lowest_kj_mol": 141.8, "species": ["C", "C", "C", "C", "N", "N", "N", "N", "N", "N", "N", "N", "O", "O", "O", "H", "H", "H", "H", "H", "H", "H", "H"], "xyz": [[-8.748, -1.474, -0.611], [-8.358, -0.165, -0.086], [7.968, 0.124, -1.066], [7.102, -0.776, 0.871], [-8.016, -2.328, 0.057], [-7.493, -0.373, 0.875], [-8.918, 1.073, -0.492], [6.311, -1.411, 0.247], [7.348, -0.441, -1.875], [7.576, -0.286, 1.988], [-8.651, 2.247, -0.096], [8.735, 0.986, -0.487], [-7.780, 2.446, 0.824], [-7.257, -1.670, 0.960], [5.937, -1.606, -0.839], [-9.242, -1.760, -1.436], [-7.867, 3.444, 1.056], [7.173, -0.900, -2.757], [7.023, 0.353, 2.371], [8.355, -0.885, 2.476], [9.419, 1.324, -1.132], [-9.463, 0.930, -1.316], [8.848, 1.150, 0.468]], "forces_ev_per_a": [[3.6, 1.7, 3.6], [0.0, -2.3, 0.5], [-1.1, -0.6, 1.0], [0.6, 0.2, 0.1], [-0.6, -0.8, -0.8], [0.2, 1.9, 0.2], [2.8, -0.3, 2.3], [0.7, 0.7, 1.5], [0.4, 0.0, -0.7], [4.9, -4.6, -0.7], [-1.5, 0.7, -1.6], [0.5, 0.0, -2.4], [-0.4, 0.3, 0.5], [-1.2, 0.7, -0.9], [-2.0, -1.7, -3.0], [-2.1, -1.0, -2.5], [0.3, -1.9, -0.6], [-0.1, 0.1, 0.3], [-2.3, 3.2, 2.9], [-2.3, 2.0, -0.8], [0.7, 0.8, 0.1], [-1.0, 1.1, -0.6], [-0.1, -0.1, 1.8]]}


(3)
{"formula": "C4H8NO", "method": "ωB97M-V/def2-TZVPD", "total_charge": -1, "gap_ev": [7.18, 6.68], "de_lowest_kj_mol": 362.8, "species": ["C", "C", "C", "C", "N", "O", "H", "H", "H", "H", "H", "H", "H", "H"], "xyz": [[0.958, 1.726, 0.610], [0.014, 1.526, -0.374], [0.504, -1.889, -0.151], [-0.622, -0.714, 0.058], [-0.554, 0.339, -0.743], [-2.756, 1.147, -0.776], [1.383, 2.724, 0.700], [1.381, 0.998, 1.304], [-0.272, 2.366, -0.979], [0.321, -2.438, -1.119], [1.410, -1.317, -0.315], [0.284, -2.616, 0.634], [-1.554, -1.193, 0.006], [-0.498, -0.658, 1.146]], "forces_ev_per_a": [[-0.5, 0.2, -0.6], [0.9, -1.1, 1.3], [-2.4, 0.9, -2.4], [1.8, -4.4, 2.9], [-0.4, 3.8, -2.3], [0.8, -0.3, 0.1], [-0.1, -0.1, 0.0], [-0.4, -0.1, -0.4], [-0.1, 0.2, -0.2], [0.1, 0.6, 0.7], [0.7, -0.6, 0.9], [1.0, 0.3, 0.3], [-1.6, -0.7, -0.6], [0.0, 1.4, 0.5]]}


(4)
{"formula": "C4H8NO", "method": "ωB97M-V/def2-TZVPD", "total_charge": 1, "gap_ev": 7.78, "de_lowest_kj_mol": 189.4, "species": ["C", "C", "C", "N", "H", "H", "H", "H", "H", "H", "O", "C", "H", "H"], "xyz": [[0.329, -0.196, 0.492], [-0.897, -0.670, 0.324], [2.553, -0.777, 1.184], [1.380, -1.100, 0.799], [0.669, 0.831, 0.507], [-1.057, -1.739, 0.440], [-1.769, -0.086, 0.067], [3.312, -1.525, 1.361], [2.804, 0.269, 1.321], [1.141, -2.089, 0.769], [-2.505, 2.001, -0.712], [-2.121, 1.774, -1.823], [-1.411, 0.949, -2.024], [-2.428, 2.358, -2.702]], "forces_ev_per_a": [[-0.3, 0.3, 0.2], [0.2, -0.4, 0.0], [0.1, 0.2, -0.1], [0.3, -0.2, 0.5], [-0.3, 0.1, -0.2], [-0.1, 0.0, -0.1], [0.2, 0.4, 0.2], [-0.1, -0.2, 0.1], [-0.1, 0.0, -0.2], [0.1, -0.1, -0.2], [0.0, 0.0, 0.2], [0.2, -0.1, -0.3], [0.0, 0.0, -0.1], [-0.1, 0.1, 0.0]]}


(5)
{"formula": "C4H8NO", "method": "ωB97M-V/def2-TZVPD", "total_charge": 1, "gap_ev": [8.26, 9.12], "de_lowest_kj_mol": 443.1, "species": ["C", "C", "C", "C", "N", "O", "H", "H", "H", "H", "H", "H", "H", "H"], "xyz": [[0.896, -0.645, 0.351], [0.178, 1.460, -0.142], [-1.307, -0.374, 0.075], [0.525, -0.628, -1.137], [-0.149, 0.364, 0.707], [-0.820, -0.798, -1.166], [0.892, -1.611, 0.916], [1.845, -0.267, 0.448], [1.043, 1.984, 0.035], [-0.566, 1.926, -0.761], [-1.466, -1.133, 0.882], [-2.113, 0.246, -0.167], [1.332, -0.974, -1.759], [-0.291, 0.449, 1.718]], "forces_ev_per_a": [[-0.8, -1.1, -0.6], [-0.2, -1.0, -2.5], [0.7, -1.0, 1.5], [0.1, 1.7, 3.7], [-0.4, -1.5, 0.1], [0.6, -1.1, -1.0], [-0.7, 0.6, -0.4], [2.2, 1.3, 0.6], [1.9, 0.8, 0.6], [-0.6, 0.0, 0.4], [-0.6, -0.1, -1.4], [-1.4, 0.9, 0.3], [-0.9, -0.2, -1.4], [-0.2, 0.6, -0.1]]}


(6)
{"formula": "C4H8NO", "method": "ωB97M-V/def2-TZVPD", "total_charge": 1, "gap_ev": 7.47, "de_lowest_kj_mol": 420.1, "species": ["C", "C", "C", "C", "N", "O", "H", "H", "H", "H", "H", "H", "H", "H"], "xyz": [[2.982, -0.098, -0.469], [-0.204, 0.851, -0.091], [4.378, 0.127, 0.162], [-4.303, -0.010, 0.114], [2.393, 0.565, 0.342], [-1.308, 1.013, -0.218], [2.835, -0.685, -1.359], [-5.005, -0.731, 0.519], [4.991, 0.552, -0.633], [4.351, 0.835, 1.002], [4.726, -0.839, 0.537], [-4.216, -0.156, -0.958], [-3.341, -0.146, 0.595], [-4.671, 0.992, 0.310]], "forces_ev_per_a": [[-0.8, -0.2, -0.4], [-0.4, -0.1, -0.2], [0.8, 0.4, 1.0], [-0.2, 0.0, 0.1], [0.2, 0.0, -0.1], [0.8, 0.0, 0.1], [-0.2, -0.2, -0.2], [-0.1, 0.0, 0.0], [-0.2, 0.1, -0.1], [0.2, -0.1, -0.1], [-0.2, 0.0, -0.1], [0.1, 0.0, -0.1], [0.0, 0.0, 0.0], [0.0, 0.1, 0.0]]}


(7)
{"formula": "C4H8NO", "method": "ωB97M-V/def2-TZVPD", "total_charge": 1, "smiles": "C=[N+]1C[C@@H]1OC", "gap_ev": 10.38, "de_lowest_kj_mol": 314.0, "species": ["C", "C", "C", "C", "N", "O", "H", "H", "H", "H", "H", "H", "H", "H"], "xyz": [[-1.961, -0.807, -0.057], [0.894, 1.376, 0.608], [-0.204, 0.795, -0.293], [1.772, -0.787, -0.229], [1.086, 0.200, -0.070], [-1.173, 0.306, 0.475], [-2.013, -1.571, 0.647], [-3.051, -0.410, -0.298], [1.430, 2.251, 0.271], [0.595, 1.465, 1.688], [-1.312, -1.213, -0.914], [2.779, -0.953, 0.279], [1.393, -1.647, -0.776], [-0.235, 0.994, -1.330]], "forces_ev_per_a": [[-0.3, 1.9, -2.7], [-1.4, 3.4, 0.7], [0.6, 0.5, 1.5], [3.6, -4.1, 0.6], [-0.3, -0.1, 1.0], [-1.4, -0.7, 0.1], [-0.1, -1.0, 1.5], [2.5, -1.0, 0.1], [0.3, -0.1, -0.2], [0.6, -0.9, -1.1], [-1.7, 0.4, 0.7], [-1.3, 0.6, -0.7], [0.0, 0.3, -0.4], [-1.0, 0.8, -1.0]]}


(8)
{"formula": "C4H8NO", "method": "ωB97M-V/def2-TZVPD", "total_charge": 1, "gap_ev": [8.18, 10.72], "de_lowest_kj_mol": 715.2, "species": ["C", "C", "C", "C", "N", "O", "H", "H", "H", "H", "H", "H", "H", "H"], "xyz": [[-0.321, 0.266, -1.232], [-0.760, 0.159, 1.208], [0.684, -0.231, -0.267], [-0.079, 0.995, 0.100], [-0.166, -1.119, 0.690], [0.145, 2.317, 0.179], [0.052, 0.913, -2.103], [-1.135, -0.309, -1.480], [-0.330, 0.358, 2.173], [-1.903, 0.094, 1.269], [3.164, -0.197, -1.553], [0.447, -1.638, 1.362], [-0.672, -1.655, -0.015], [-0.727, 2.881, 0.127]], "forces_ev_per_a": [[3.0, 2.1, -1.5], [-2.1, 0.4, 0.0], [0.2, 0.3, -0.7], [-2.0, -0.5, 1.0], [2.6, 0.5, -0.7], [-1.5, 1.5, 0.1], [-0.3, -1.1, 1.5], [-2.1, -1.1, -0.4], [0.1, 0.1, 0.4], [1.6, 0.2, -0.1], [-0.2, 0.0, 0.2], [-1.1, 0.2, -0.8], [-0.5, -0.7, 1.0], [2.4, -1.8, 0.1]]}


(9)
{"formula": "C4H8NO", "method": "ωB97M-V/def2-TZVPD", "total_charge": 1, "gap_ev": [7.15, 7.14], "de_lowest_kj_mol": 420.0, "species": ["C", "C", "C", "C", "N", "O", "H", "H", "H", "H", "H", "H", "H", "H"], "xyz": [[-2.927, 0.183, -1.180], [-1.804, 0.550, -0.579], [-0.663, -0.248, -0.713], [1.744, -0.505, -0.020], [2.382, 0.108, 1.231], [0.392, 0.069, -0.099], [-3.940, 0.667, -0.942], [-3.042, -0.772, -1.829], [-1.718, 1.270, 0.325], [-0.703, -1.209, -1.378], [1.767, -1.599, 0.030], [2.579, -0.492, 2.006], [1.541, 0.707, 1.482], [3.167, 0.773, 0.900]], "forces_ev_per_a": [[-3.0, -1.2, -0.5], [0.0, 1.3, 2.5], [1.4, -2.7, -1.7], [-0.2, -0.3, -0.9], [-2.0, 2.9, -2.4], [1.2, -0.5, 1.3], [1.8, -0.6, -0.5], [0.6, 1.9, 0.9], [-0.5, -0.7, -2.1], [0.4, 1.8, 1.2], [-0.5, 0.4, 0.1], [0.6, -0.5, 0.5], [1.6, -0.3, 0.4], [-1.3, -1.6, 1.2]]}


(10)
{"formula": "C4H8NO", "method": "ωB97M-V/def2-TZVPD", "total_charge": 1, "smiles": "C[NH+](C)C#CO", "gap_ev": [8.84, 8.84], "de_lowest_kj_mol": 579.8, "species": ["C", "C", "C", "C", "N", "O", "H", "H", "H", "H", "H", "H", "H", "H"], "xyz": [[-0.971, 0.351, 0.111], [-1.227, 1.025, 1.427], [1.439, 0.488, -0.186], [-0.047, -1.509, -0.915], [0.122, 0.018, -0.665], [-2.205, 1.597, 2.036], [1.806, 1.536, -0.346], [1.635, 0.308, 0.930], [2.281, -0.054, -0.682], [0.828, -1.606, -1.594], [-0.093, -1.882, 0.113], [-1.038, -1.657, -1.425], [0.021, 0.316, -1.668], [-2.552, 1.068, 2.864]], "forces_ev_per_a": [[-3.6, 5.4, 8.7], [0.6, -3.9, -8.3], [3.8, -0.3, 1.6], [0.5, 1.2, -0.3], [0.5, -0.1, -1.5], [0.1, -1.6, 1.8], [-1.7, -0.5, -0.2], [-1.0, 0.0, -1.6], [-1.0, -0.1, 0.1], [-0.6, -1.4, 0.7], [0.6, -0.8, -0.6], [1.1, 0.2, 0.5], [-0.3, 0.7, 1.2], [1.0, 1.3, -1.9]]}


no.,E_tot (eV)
1,-24050.1346
2,-22314.6102
3,-7809.6685
4,-7806.1394
5,-7803.5106
6,-7803.7488
7,-7804.8481
8,-7800.6902
9,-7803.7502
10,-7802.0939